No. 1
Computed, not measured: 3 unconnected molecules or ions with the total composition C2H5FNO at a distorted geometry, with ωB97M-V/def2-TZVPD.

Element x y z (Å)
C  -1.44477  0.10400  0.20577
C  -0.77254  -1.13649  -0.22399
N  -0.23782  -2.06886  -0.54680
O  2.50549  -0.04011  -0.06639
F  0.71349  1.89463  -0.45396
H  -0.76273  0.83578  -0.10465
H  -1.52155  0.01936  1.34939
H  -2.38638  0.28307  -0.36564
H  2.10196  0.82110  -0.09061
H  1.80484  -0.71248  0.29688

Cartesian forces (eV/Å) of the 2 atoms listed first:
C -1.0042 -2.1239 1.0730
C -2.3947 3.2278 0.9918

The charge is -1. The HOMO energy comes out at -4.8 eV. Its total energy is -309.09975 Eh. The calculation puts the relative energy (zero: lowest compared OMol25 entry of this formula, charge and spin) at 58.94 kJ/mol. For the gap between HOMO and LUMO, the calculation gives 8.86 eV.

No. 2
Computed, not measured: a molecular structure, C2H5FNPS at a distorted geometry, with ωB97M-V/def2-TZVPD.

Element x y z (Å)
C  -3.15471  0.91947  0.15352
C  2.94811  0.51782  -1.25964
N  -1.82165  1.37206  -0.00776
F  4.01462  0.39601  -0.38081
P  -1.04627  0.21152  -0.72531
S  -2.98963  -0.74955  -0.76475
H  -3.50447  0.74531  1.19860
H  -3.91307  1.52403  -0.26886
H  2.33878  1.32058  -0.65249
H  3.51624  1.02955  -2.14293
H  2.54022  -0.49389  -1.37164

Cartesian forces (eV/Å) of the 2 atoms listed first:
C -0.6030 -0.7395 2.3918
C 1.2238 3.0454 0.6841

The charge is 0. The HOMO energy (spin up / spin down) comes out at -6.6 / -9.9 eV. As for the multiplicity: 3. Its total energy is -973.18479 Eh. The calculation puts the relative energy (zero: lowest compared OMol25 entry of this formula, charge and spin) at 0.00 kJ/mol. For the gap between HOMO and LUMO (spin up / spin down), the calculation gives 6.80 / 6.66 eV.

No. 3
Computed, not measured: 2 unconnected molecules or ions with the total composition C2H5FSi at a distorted geometry, with ωB97M-V/def2-TZVPD.

Element x y z (Å)
C  -0.91945  0.78390  -0.72301
C  -0.23147  -0.37020  -0.79383
F  0.13990  -2.93647  0.35655
Si  0.22134  -1.36915  0.67055
H  -1.33094  1.31080  -1.53947
H  -1.21904  1.44560  -0.00463
H  -0.07091  -0.88451  -1.81274
H  2.88701  -1.03928  1.50209
H  -0.75092  -1.14954  1.62751

Cartesian forces (eV/Å) of the 2 atoms listed first:
C 0.8538 -1.5502 -1.9143
C -0.3968 -0.0984 -1.4550

The charge is 0. The HOMO energy (spin up / spin down) comes out at -9.9 / -8.2 eV. Its total energy is -468.42669 Eh. The calculation puts the relative energy (zero: lowest compared OMol25 entry of this formula, charge and spin) at 377.26 kJ/mol. For the gap between HOMO and LUMO (spin up / spin down), the calculation gives 9.10 / 7.68 eV.

No. 4
Computed, not measured: 2 unconnected molecules or ions with the total composition C2H5FSi at a distorted geometry, with ωB97M-V/def2-TZVPD.

Element x y z (Å)
C  -0.10360  0.82331  -0.95735
C  0.22823  -0.33844  -0.45577
F  1.58671  1.32346  1.31659
Si  1.19807  -0.22130  1.14985
H  -0.67820  0.81593  -1.80650
H  0.42945  1.74003  -0.59394
H  -0.47274  -1.20995  -0.54991
H  -0.17990  -0.59884  2.66172
H  2.40666  -0.94498  0.92998

Cartesian forces (eV/Å) of the 2 atoms listed first:
C 2.2100 1.4211 0.6770
C -1.0799 -1.6114 3.0159

The charge is 0. The HOMO energy comes out at -9.9 eV. Its total energy is -468.50556 Eh. The calculation puts the relative energy (zero: lowest compared OMol25 entry of this formula, charge and spin) at 170.20 kJ/mol. For the gap between HOMO and LUMO, the calculation gives 10.34 eV.